(1)
Molecular formula: C39H66F2NO13S6
Method: DFT, wB97M-V/def2-TZVPD

The geometry in XYZ format:
```
127
C39H66F2NO13S6 (wB97M-V/def2-TZVPD)
C -1.5494 -1.3850 -1.0320
C -0.1534 -2.1960 -0.8080
O -0.0544 -3.3760 -0.8680
N 1.0736 -1.2940 -0.5910
H 1.6926 -1.9220 -0.1420
H 1.3386 -0.9430 -1.3920
C 1.1016 -0.0940 0.2690
H -2.2044 -2.0860 -1.1250
H -1.4594 -0.8010 -1.8620
H -1.8914 -0.8310 -0.2290
H 1.0006 -0.3470 1.4160
H 0.2276 0.5090 0.0600
H 2.0426 0.5830 0.3580
F -5.7954 -4.1460 2.3370
C -5.5344 -3.3040 1.1960
C -5.4854 -4.0430 0.0060
C -5.2594 -3.1830 -1.1310
C -5.1124 -1.8000 -0.9760
C -4.9814 -1.1600 0.2560
C -5.2314 -1.9340 1.3770
H -5.5734 -5.2090 0.0750
H -5.2174 -3.6480 -2.1550
H -4.8884 -1.1490 -1.8440
H -4.9474 -0.0200 0.3820
H -5.0164 -1.3030 2.2780
F -4.0154 0.4910 -3.7230
C -3.8824 -0.7360 -4.3930
C -2.6254 -1.2450 -4.7040
C -2.4964 -2.5170 -5.3560
C -3.6904 -3.2070 -5.6420
C -4.9344 -2.6990 -5.3710
C -5.0114 -1.4810 -4.6940
H -1.7174 -0.7260 -4.3760
H -1.6384 -3.1470 -5.5940
H -3.6294 -4.3130 -6.1050
H -5.8334 -3.1370 -5.7220
H -5.9834 -1.0550 -4.5580
C -3.6934 4.8580 -0.8390
C -2.7984 4.8980 0.2920
C -2.1634 3.6370 0.2700
S -2.0934 3.1060 -1.3660
O -2.7324 1.7840 -1.4590
O -0.6774 3.2360 -1.7000
C -3.1364 4.2760 -2.1700
H -3.8754 5.9180 -1.0500
H -4.7294 4.4310 -0.5070
H -3.3684 4.9200 1.3450
H -2.1794 5.7190 0.2490
H -2.7964 2.9330 0.8320
H -1.3364 3.7740 0.9790
H -3.8214 3.8800 -2.8970
H -2.4514 4.9400 -2.8200
C -1.9734 -4.6620 4.2070
C -1.1794 -4.0200 5.2160
C 0.0996 -3.6290 4.7280
S 0.0446 -3.6130 2.9290
O 0.8906 -4.7130 2.3130
O 0.2746 -2.2760 2.3950
C -1.7084 -4.0090 2.8380
H -2.9694 -4.5160 4.6330
H -1.7514 -5.6730 3.9530
H -1.4174 -4.3350 6.1330
H -1.5794 -3.0040 5.5290
H 0.8166 -4.2110 5.0750
H 0.2236 -2.6350 5.0260
H -1.5114 -4.5570 1.9480
H -2.0114 -3.0230 2.5630
C 0.0976 1.7150 5.4700
C -0.1834 2.9580 4.6670
C -1.4684 2.8670 4.1520
S -1.6484 1.2470 3.4720
O -0.9254 1.1290 2.1540
O -2.9444 0.6940 3.5960
C -0.5464 0.4600 4.6340
H -0.4234 1.7130 6.4040
H 1.2166 1.4460 5.7040
H 0.4636 2.8730 3.8020
H -0.0604 3.9060 5.2430
H -1.4564 3.6610 3.4270
H -2.2404 3.1580 4.8920
H 0.1776 -0.1000 3.8930
H -1.1064 -0.2030 5.3260
C 4.9146 -0.7400 3.5560
C 3.7506 -1.8070 3.9070
C 3.9146 -3.0320 3.1640
S 4.5316 -2.3950 1.5890
O 3.2446 -2.1610 0.9000
O 5.4616 -3.2900 1.0790
C 5.2596 -0.8440 2.0740
H 5.6696 -1.1460 4.1640
H 4.6626 0.1110 3.9060
H 2.8446 -1.3120 3.8190
H 3.7126 -2.0740 4.8190
H 3.2066 -3.6300 3.0680
H 4.4486 -3.5130 3.5970
H 4.9736 0.2140 1.6290
H 6.2276 -0.9340 1.9670
C 0.7326 1.3110 -5.7820
C 0.4816 1.8540 -4.3220
C 1.7636 1.7570 -3.6290
S 2.3416 0.1740 -3.9740
O 1.7306 -0.7710 -3.0270
O 3.7336 0.2140 -4.1100
C 1.5436 0.0380 -5.5560
H 1.1906 2.0770 -6.3700
H -0.1854 0.7980 -5.9550
H -0.2204 1.2920 -3.5890
H 0.1446 2.9720 -4.6470
H 1.8016 1.8120 -2.5070
H 2.6736 2.2940 -3.9950
H 1.0666 -0.9150 -5.5430
H 2.1906 -0.1780 -6.4170
C 5.7286 4.2840 -2.5740
C 6.9626 3.3970 -2.1690
C 6.3866 2.1690 -1.6510
S 5.0266 2.5770 -0.6040
O 5.6386 2.9130 0.6820
O 3.9046 1.6790 -0.7060
C 4.6376 4.1790 -1.3830
H 5.3066 3.8020 -3.2700
H 5.8526 5.2640 -2.9160
H 7.2356 3.9440 -1.4380
H 7.7936 3.4350 -3.0610
H 7.1216 1.6170 -0.9640
H 6.2386 1.4980 -2.3930
H 4.7396 4.9730 -0.7730
H 3.6076 3.9910 -1.6990
```

Its net charge is +1. Its energy above the lowest of the compared OMol25 structures with the same formula, charge and spin is 23.8 kcal/mol. The calculation puts the LUMO energy at -1.726 eV.

Here are the Löwdin charges for atoms 1 to 4, given in e: atom 1 (C): 0.09, atom 2 (C): -0.26, atom 3 (O): 0.18, atom 4 (N): 0.11

(2)
Molecular formula: C39H66O17
Method: DFT, wB97M-V/def2-TZVPD

The geometry in XYZ format:
```
122
C39H66O17 (wB97M-V/def2-TZVPD)
O -3.0205 1.0204 3.1129
C -3.9101 0.1962 3.2022
O -4.8061 0.1760 4.2480
C -5.5541 -1.0425 4.1687
C -4.8598 -1.9537 3.1761
C -4.1499 -0.9873 2.3069
H -6.5564 -0.7834 3.8274
H -5.7213 -1.4559 5.1634
H -5.5698 -2.5528 2.6058
H -4.1138 -2.6336 3.5875
H -4.8156 -0.6247 1.5236
H -3.3176 -1.5106 1.8361
O -1.8876 2.8132 6.7410
C -1.3767 1.8854 6.1532
O -0.2829 2.0788 5.3923
C -0.0654 0.9021 4.6720
C -0.5560 -0.1843 5.6179
C -1.6969 0.4117 6.3990
H 1.0079 0.9001 4.4815
H -0.5975 0.7636 3.7309
H 0.2413 -0.4840 6.2981
H -0.9293 -1.0718 5.1069
H -1.8589 0.1848 7.4527
H -2.6217 0.2158 5.8563
O -3.2349 -0.5176 -1.7004
C -4.1579 -1.3258 -1.9461
O -5.3186 -1.4247 -1.2785
C -6.0749 -2.6549 -1.5284
C -5.4805 -3.1375 -2.7784
C -4.2108 -2.2963 -3.0943
H -7.1621 -2.5774 -1.5378
H -5.6625 -3.2444 -0.7095
H -6.0125 -2.8800 -3.6942
H -5.3615 -4.2192 -2.8408
H -4.1985 -1.7692 -4.0483
H -3.5470 -3.1152 -3.3717
O 3.1207 -4.6141 0.6755
C 2.0283 -4.2166 1.1271
O 1.8240 -4.1600 2.4861
C 0.5191 -3.7486 2.9176
C -0.2226 -3.7696 1.5772
C 0.7605 -3.7983 0.4112
H 0.5694 -2.8392 3.5164
H 0.0260 -4.5451 3.4750
H -0.7841 -2.8377 1.6441
H -0.9147 -4.5861 1.3712
H 1.0458 -2.8116 0.0462
H 0.5704 -4.4527 -0.4395
O 2.9033 -1.4095 -1.4563
C 3.9672 -2.0456 -1.4614
O 4.1326 -3.1944 -2.0911
C 5.3855 -3.8732 -1.7069
C 5.9415 -2.9678 -0.7305
C 5.3407 -1.6029 -1.0819
H 6.0045 -3.9477 -2.6009
H 5.2141 -4.8491 -1.2526
H 7.0239 -2.9485 -0.8575
H 5.7782 -3.1205 0.3364
H 5.6926 -1.2158 -2.0381
H 5.5489 -0.8252 -0.3470
O 6.6186 3.1553 -4.0075
C 5.4416 3.5435 -3.8861
O 4.6096 3.6363 -4.9115
C 3.3279 4.1031 -4.5881
C 3.3250 4.1353 -2.9536
C 4.7977 3.9632 -2.5719
H 2.5246 3.3933 -4.7859
H 3.0569 5.0877 -4.9691
H 2.5598 3.4420 -2.6046
H 2.9360 5.1147 -2.6752
H 5.0403 3.2856 -1.7533
H 5.1852 4.9791 -2.4953
C -0.8115 1.8561 0.6113
C 0.0206 1.8512 -0.6987
O 0.4458 2.8884 -1.1699
C 0.3825 0.5172 -1.2881
H -0.1284 1.5345 1.3975
H -1.7260 1.2707 0.5158
H -1.1814 2.8596 0.8218
H -0.5862 0.2779 -1.7267
H 0.5926 -0.2594 -0.5527
H 1.2081 0.4475 -1.9963
C 1.2113 6.2296 -0.1735
C 1.8279 5.9735 1.1352
O 1.2931 6.3597 2.1588
C 3.1376 5.1846 1.1286
H 0.8571 5.2825 -0.5804
H 2.0970 6.5166 -0.7402
H 0.4066 6.9644 -0.1447
H 3.3707 4.8839 0.1071
H 2.8495 4.2179 1.5418
H 3.9645 5.6368 1.6762
C 3.6985 -0.4523 2.5645
C 2.4894 0.0709 1.8445
O 1.4269 -0.4919 2.0648
C 2.7722 1.2868 0.9965
H 4.4365 -0.6607 1.7898
H 3.5840 -1.4689 2.9407
H 4.1087 0.0973 3.4117
H 2.1880 2.1831 1.2048
H 2.5811 0.8515 0.0156
H 3.8082 1.5752 1.1742
C 0.7973 -3.1744 -3.1554
C 1.3366 -3.5595 -4.5419
O 0.8783 -4.4962 -5.1479
C 2.2374 -2.5409 -5.2752
H -0.1360 -3.6946 -2.9403
H 0.7264 -2.0902 -3.0689
H 1.4676 -3.5806 -2.3980
H 2.2176 -2.9481 -6.2861
H 3.2475 -2.4308 -4.8806
H 1.7561 -1.5651 -5.2093
C -6.7413 1.9110 -2.6074
C -5.5084 2.5036 -1.8440
O -5.0042 3.5471 -2.1131
C -5.0606 1.8050 -0.6902
H -7.5994 2.4910 -2.2676
H -6.8377 0.8933 -2.2291
H -6.8015 1.9810 -3.6935
H -5.6132 0.8920 -0.4682
H -5.1413 2.3832 0.2303
H -4.0045 1.6288 -0.8941
```

Its expectation value of S² is 0.76. As for the spin multiplicity: 2. Its net charge is +1. The calculation puts the LUMO energy (alpha / beta) at -4.354 / -8.407 eV.

Here are the Löwdin charges for atoms 1 to 4, given in e: atom 1 (O): 0.10, atom 2 (C): -0.43, atom 3 (O): 0.03, atom 4 (C): -0.15

Which value of net charge does entry 2 give? +1

Which formula does entry 1 have? C39H66F2NO13S6